Entry 1:
{"formula": "C17H52N6O9", "method": "wB97M-V/def2-TZVPD", "homo_ha": -0.312, "total_energy_ha": -1684.41302, "smiles": "NC(N)=O.NC(N)=O.NC(N)=O.CC(C)O.CC(C)O.CC(C)O.CC(C)O.CO.CO", "multiplicity": 1, "elements": ["C", "O", "H", "H", "H", "H", "C", "O", "H", "H", "H", "H", "C", "O", "N", "N", "H", "H", "H", "H", "C", "O", "N", "N", "H", "H", "H", "H", "C", "O", "N", "N", "H", "H", "H", "H", "C", "C", "C", "O", "H", "H", "H", "H", "H", "H", "H", "H", "C", "C", "C", "O", "H", "H", "H", "H", "H", "H", "H", "H", "C", "C", "C", "O", "H", "H", "H", "H", "H", "H", "H", "H", "C", "C", "C", "O", "H", "H", "H", "H", "H", "H", "H", "H"], "coordinates": [[-2.720, -13.781, 1.123], [-2.246, -13.366, -0.137], [-1.935, -13.921, 1.858], [-3.322, -14.673, 1.060], [-3.357, -13.046, 1.545], [-2.947, -13.280, -0.686], [-3.938, -10.686, -1.102], [-4.832, -11.760, -0.995], [-4.511, -9.756, -0.987], [-3.226, -10.706, -1.889], [-3.352, -10.656, -0.230], [-5.176, -11.670, -0.102], [-4.236, -15.055, 4.342], [-3.269, -15.446, 5.251], [-5.007, -15.897, 3.717], [-4.397, -13.809, 3.920], [-4.956, -16.895, 3.885], [-5.730, -15.577, 3.071], [-3.831, -13.127, 4.363], [-5.149, -13.475, 3.303], [0.863, -12.890, 1.193], [0.650, -14.234, 1.521], [0.000, -12.171, 0.566], [1.956, -12.241, 1.417], [-0.862, -12.604, 0.208], [0.201, -11.304, 0.048], [2.618, -12.780, 1.935], [2.059, -11.227, 1.383], [-4.920, -11.035, 2.792], [-5.459, -11.386, 1.554], [-3.667, -10.715, 2.990], [-5.621, -11.084, 3.847], [-2.980, -10.552, 2.250], [-3.431, -10.390, 3.915], [-6.673, -11.262, 3.864], [-5.222, -11.010, 4.776], [-1.640, -17.723, 0.298], [-0.935, -16.756, 1.247], [-1.725, -16.570, 2.494], [0.253, -16.998, 1.461], [-1.898, -18.673, 0.775], [-0.991, -17.849, -0.487], [-2.492, -17.225, -0.097], [-0.995, -15.844, 0.725], [-1.638, -17.466, 3.104], [-2.791, -16.384, 2.267], [-1.373, -15.653, 2.982], [0.747, -16.202, 1.694], [-0.867, -12.178, -2.855], [-0.017, -12.532, -4.015], [0.126, -11.290, -4.918], [1.195, -12.836, -3.845], [-1.923, -11.971, -3.048], [-0.439, -11.408, -2.226], [-0.928, -13.061, -2.206], [-0.441, -13.303, -4.585], [0.509, -10.458, -4.337], [-0.867, -10.961, -5.178], [0.834, -11.289, -5.826], [1.145, -13.717, -3.454], [-5.440, -14.645, -0.564], [-5.205, -14.926, -2.025], [-3.758, -15.004, -2.443], [-5.729, -16.016, -2.373], [-4.826, -13.837, -0.279], [-5.112, -15.499, 0.044], [-6.468, -14.435, -0.298], [-5.788, -14.225, -2.621], [-3.101, -15.652, -1.919], [-3.232, -14.060, -2.397], [-3.730, -15.338, -3.462], [-6.690, -15.909, -2.417], [1.222, -12.766, 5.059], [-0.070, -11.987, 5.316], [-1.152, -12.554, 4.424], [-0.474, -11.966, 6.498], [1.122, -13.830, 5.385], [2.072, -12.364, 5.585], [1.489, -12.661, 4.017], [0.115, -10.971, 5.063], [-0.789, -12.678, 3.434], [-2.005, -11.853, 4.380], [-1.528, -13.577, 4.709], [-0.772, -12.842, 6.846]], "lowdin_charge": [-0.1213, -0.1072, 0.0629, 0.0646, 0.0456, -0.0181, -0.1523, -0.1315, 0.0939, 0.0551, 0.0371, 0.0042, -0.6054, -0.1257, 0.1623, 0.1696, 0.1302, 0.1208, 0.0637, 0.1074, -0.6062, -0.1024, 0.1766, 0.1639, 0.0520, 0.1274, 0.1115, 0.1328, -0.6257, -0.1126, 0.1835, 0.1583, 0.1365, 0.1118, 0.1812, 0.1293, -0.0108, -0.7020, -0.0513, 0.0482, 0.0887, 0.0502, 0.0524, 0.0948, 0.0946, 0.0593, 0.0701, 0.0901, -0.0477, -0.6452, -0.0491, 0.0278, 0.0796, 0.0772, 0.0746, 0.1290, 0.0678, 0.0646, 0.1103, 0.1288, -0.0362, -0.6184, -0.0025, 0.0088, 0.0121, 0.0885, 0.0892, 0.1466, 0.0705, 0.0550, 0.0860, 0.1292, -0.0262, -0.6474, -0.0415, 0.0204, 0.1076, 0.0688, 0.0427, 0.1344, 0.0405, 0.0496, 0.0955, 0.1512]}

=====

Entry 2:
{"formula": "C17H52NO14", "method": "wB97M-V/def2-TZVPD", "homo_ha": -0.372, "charge": 1, "total_energy_ha": -1786.45263, "multiplicity": 1, "elements": ["C", "C", "C", "C", "C", "C", "C", "N", "C", "C", "C", "C", "C", "O", "C", "C", "C", "C", "O", "C", "H", "H", "H", "H", "H", "H", "H", "H", "H", "H", "H", "H", "H", "H", "H", "H", "H", "H", "H", "H", "H", "H", "H", "H", "H", "H", "H", "H", "O", "H", "H", "O", "H", "H", "O", "H", "H", "O", "H", "H", "O", "H", "H", "O", "H", "H", "O", "H", "H", "O", "H", "H", "O", "H", "H", "O", "H", "H", "O", "H", "H", "O", "H", "H"], "coordinates": [[-1.174, -2.083, 4.891], [-1.070, -2.438, 3.476], [-2.428, -2.442, 2.577], [-2.310, -1.431, 1.351], [-2.339, -1.999, -0.095], [-2.518, -3.555, -0.468], [-2.174, -0.983, -1.257], [-2.018, 0.428, -1.047], [-1.818, 1.345, -2.213], [-0.250, 1.779, -2.206], [0.740, 0.663, -1.625], [2.298, 1.167, -1.621], [2.946, 1.122, -0.131], [3.156, 2.435, 0.438], [1.917, 3.167, 0.568], [-2.009, 1.029, 0.280], [-2.166, 0.106, 1.532], [-2.146, 0.836, 2.968], [-2.682, 2.198, 2.882], [-1.949, 3.030, 3.847], [-0.776, -1.083, 5.313], [-1.633, -2.897, 5.565], [-0.052, -2.746, 3.030], [-2.537, -3.538, 2.217], [-3.295, -2.224, 3.293], [-3.371, -3.938, 0.213], [-2.919, -3.573, -1.542], [-1.564, -4.162, -0.321], [-2.175, -1.361, -2.334], [-2.526, 2.259, -2.143], [-2.082, 0.790, -3.192], [-0.170, 2.800, -1.671], [0.048, 1.986, -3.305], [0.531, 0.360, -0.534], [0.631, -0.291, -2.270], [2.425, 2.195, -2.100], [2.866, 0.368, -2.221], [2.330, 0.515, 0.617], [3.975, 0.589, -0.212], [2.159, 4.136, 1.148], [1.098, 2.583, 1.132], [1.514, 3.517, -0.459], [-1.869, 2.167, 0.354], [-2.672, 0.223, 3.779], [-1.039, 0.969, 3.284], [-2.519, 4.017, 4.016], [-1.927, 2.421, 4.828], [-0.862, 3.219, 3.535], [1.606, 5.762, -1.185], [1.664, 6.722, -1.238], [2.505, 5.466, -1.368], [4.050, 6.877, -1.791], [4.109, 7.839, -1.844], [4.950, 6.578, -1.973], [-2.303, -5.750, -2.456], [-1.690, -6.110, -1.804], [-1.732, -5.286, -3.081], [-0.152, -7.466, -3.074], [-0.893, -7.826, -2.566], [-0.422, -7.582, -3.993], [-3.051, 4.152, -1.669], [-3.270, 3.858, -0.777], [-3.013, 5.120, -1.594], [2.702, -7.494, -3.467], [2.749, -8.415, -3.749], [1.917, -7.462, -2.901], [5.236, -1.405, -0.114], [5.522, -2.322, -0.018], [5.759, -0.927, 0.542], [1.288, -1.068, 2.151], [0.670, -0.572, 1.599], [1.835, -0.385, 2.565], [4.400, 3.083, -3.883], [3.750, 3.512, -3.313], [4.559, 2.231, -3.456], [-1.710, -8.521, -0.521], [-2.362, -8.083, 0.039], [-1.568, -9.374, -0.092], [2.477, -0.174, 4.758], [1.827, 0.267, 5.319], [2.620, -1.025, 5.192], [-3.182, 6.975, -1.425], [-3.802, 7.475, -1.970], [-2.637, 7.654, -1.008]], "lowdin_charge": [-0.0357, -0.1320, -0.1422, -0.0403, -0.0818, -0.0708, 0.0633, -0.0992, -0.1268, -0.1548, -0.1845, -0.1326, -0.1910, -0.2208, -0.1159, 0.0937, -0.0071, -0.1724, -0.2388, -0.0941, 0.0595, 0.0742, 0.1043, 0.1049, 0.1281, 0.0990, 0.0796, 0.0986, 0.1461, 0.1082, 0.1405, 0.1091, 0.1344, 0.0833, 0.1215, 0.0958, 0.1182, 0.0934, 0.1155, 0.1121, 0.0896, 0.0623, 0.1521, 0.1320, 0.1264, 0.1128, 0.1019, 0.0966, -0.0812, 0.0311, 0.0068, -0.0493, 0.0552, 0.0577, -0.0710, 0.0113, 0.0495, -0.0577, 0.0142, 0.0654, -0.0702, 0.0352, 0.0015, -0.0771, 0.0326, -0.0051, -0.0660, 0.0427, 0.0411, -0.0725, 0.0004, 0.0203, -0.0542, 0.0136, 0.0307, -0.0436, 0.0465, 0.0543, -0.0519, 0.0379, 0.0516, -0.0415, 0.0644, 0.0609]}

=====

Entry 3:
{"formula": "C17H54N2O18", "method": "wB97M-V/def2-TZVPD", "homo_ha": -0.338, "total_energy_ha": -2143.71511, "smiles": "NC(N)=O.OCCO.OCCO.OCCO.OCCO.OCCO.OCCO.OCCO.OCCO.O", "multiplicity": 1, "elements": ["C", "O", "N", "N", "H", "H", "H", "H", "C", "C", "O", "O", "H", "H", "H", "H", "H", "H", "C", "C", "O", "O", "H", "H", "H", "H", "H", "H", "C", "C", "O", "O", "H", "H", "H", "H", "H", "H", "C", "C", "O", "O", "H", "H", "H", "H", "H", "H", "C", "C", "O", "O", "H", "H", "H", "H", "H", "H", "C", "C", "O", "O", "H", "H", "H", "H", "H", "H", "C", "C", "O", "O", "H", "H", "H", "H", "H", "H", "C", "C", "O", "O", "H", "H", "H", "H", "H", "H", "O", "H", "H"], "coordinates": [[-3.011, -4.047, 3.036], [-1.947, -4.576, 3.116], [-4.245, -4.572, 3.232], [-3.100, -2.772, 2.884], [-4.153, -5.545, 3.487], [-5.136, -4.159, 2.995], [-2.334, -2.115, 2.929], [-4.049, -2.425, 2.897], [-3.087, -1.689, -1.613], [-4.356, -1.081, -2.218], [-4.053, -0.499, -3.496], [-3.378, -2.589, -0.544], [-2.443, -0.852, -1.342], [-2.426, -2.251, -2.273], [-4.910, -0.378, -1.596], [-4.969, -1.976, -2.324], [-3.641, 0.367, -3.456], [-2.579, -3.083, -0.347], [3.243, 4.371, -2.864], [2.067, 4.976, -2.136], [2.462, 6.342, -1.758], [3.317, 4.686, -4.201], [3.175, 3.284, -2.846], [4.148, 4.633, -2.315], [1.671, 4.355, -1.332], [1.234, 5.011, -2.838], [2.066, 6.895, -2.435], [4.203, 5.034, -4.321], [0.805, 0.971, -0.193], [0.771, 0.030, 1.024], [-0.539, 0.112, 1.680], [-0.243, 0.677, -1.045], [1.695, 1.017, -0.821], [0.687, 2.002, 0.140], [1.598, 0.257, 1.696], [0.915, -1.009, 0.728], [-0.553, -0.221, 2.580], [-0.977, 0.985, -0.509], [-2.370, 2.867, 4.138], [-0.795, 2.959, 3.967], [-0.146, 2.327, 5.066], [-2.866, 3.648, 5.257], [-2.655, 1.815, 4.126], [-2.800, 3.415, 3.300], [-0.659, 4.038, 4.035], [-0.394, 2.748, 2.975], [0.737, 2.161, 4.728], [-2.047, 3.737, 5.750], [-2.423, 4.137, -1.074], [-3.281, 3.565, 0.181], [-2.868, 2.313, 0.687], [-1.180, 4.339, -0.648], [-2.777, 5.079, -1.493], [-2.581, 3.388, -1.850], [-4.357, 3.568, 0.005], [-3.173, 4.270, 1.006], [-3.505, 2.132, 1.382], [-0.816, 3.459, -0.531], [2.787, 0.638, -3.633], [1.948, -0.715, -3.737], [1.506, -0.903, -5.104], [4.000, 0.396, -4.174], [2.883, 1.158, -2.680], [2.224, 1.382, -4.197], [1.104, -0.718, -3.047], [2.524, -1.545, -3.328], [2.310, -0.922, -5.629], [4.528, 1.153, -3.910], [0.159, -4.155, 0.284], [0.881, -5.572, 0.109], [2.264, -5.433, -0.075], [-1.237, -4.232, 0.214], [0.475, -3.403, -0.439], [0.399, -3.727, 1.257], [0.564, -6.036, -0.825], [0.549, -6.340, 0.808], [2.610, -5.748, 0.763], [-1.621, -4.529, 1.042], [4.524, -3.221, 0.203], [3.932, -2.259, -0.801], [3.585, -0.984, -0.346], [5.761, -2.786, 0.485], [4.484, -4.162, -0.347], [3.837, -3.206, 1.049], [3.082, -2.781, -1.241], [4.605, -2.203, -1.656], [4.349, -0.589, 0.081], [6.287, -3.340, -0.097], [-0.761, -0.452, 4.396], [-0.024, -0.262, 4.977], [-1.491, -0.636, 4.987]], "lowdin_charge": [-0.7801, 0.0569, 0.1584, 0.1862, 0.1097, 0.1092, 0.1110, 0.1143, -0.2412, -0.2223, -0.0703, -0.0866, 0.0942, 0.1262, 0.1146, 0.1144, 0.0767, 0.0229, -0.2972, -0.1956, -0.0703, -0.0340, 0.0850, 0.1279, 0.1031, 0.1197, 0.0755, 0.0931, -0.2593, -0.1794, -0.0907, -0.0589, 0.0982, 0.1009, 0.1109, 0.0985, 0.0103, 0.0499, -0.2011, -0.2176, -0.0717, -0.0645, 0.1034, 0.0936, 0.1098, 0.1123, 0.0837, 0.0649, -0.2654, -0.2160, -0.0765, -0.0315, 0.1226, 0.1120, 0.1085, 0.0985, 0.0792, 0.0664, -0.2923, -0.1798, -0.0603, -0.0373, 0.0826, 0.1139, 0.1030, 0.0950, 0.0746, 0.0921, -0.2012, -0.2227, -0.0705, -0.0824, 0.1143, 0.1123, 0.1118, 0.1201, 0.0869, 0.0565, -0.3196, -0.2744, -0.0424, -0.0210, 0.1165, 0.1265, 0.1071, 0.1202, 0.0934, 0.1032, -0.0319, 0.0537, 0.0599]}

=====

Entry 4:
{"formula": "C17H56AgF2N15O15S2", "method": "wB97M-V/def2-TZVPD", "homo_ha": [-0.392, -0.392], "charge": 1, "total_energy_ha": -3774.29220, "multiplicity": 2, "s2": 0.7742, "elements": ["Ag", "N", "S", "O", "O", "F", "S", "O", "O", "F", "C", "C", "O", "H", "H", "H", "H", "H", "H", "C", "C", "O", "H", "H", "H", "H", "H", "H", "C", "O", "N", "N", "H", "H", "H", "H", "C", "O", "N", "N", "H", "H", "H", "H", "C", "O", "N", "N", "H", "H", "H", "H", "C", "O", "N", "N", "H", "H", "H", "H", "C", "O", "N", "N", "H", "H", "H", "H", "C", "O", "N", "N", "H", "H", "H", "H", "C", "O", "N", "N", "H", "H", "H", "H", "C", "C", "C", "O", "H", "H", "H", "H", "H", "H", "H", "H", "C", "C", "C", "O", "H", "H", "H", "H", "H", "H", "H", "H"], "coordinates": [[2.372, 2.334, 0.874], [1.185, 0.501, 0.423], [1.320, -1.069, 0.574], [1.438, -1.873, -0.593], [0.584, -1.630, 1.683], [2.771, -0.977, 1.194], [-0.324, 0.641, -0.267], [-1.355, -0.261, 0.133], [-0.281, 1.004, -1.645], [-0.787, 1.972, 0.437], [-3.108, -2.913, -0.181], [-4.572, -3.051, 0.168], [-4.741, -4.272, 0.925], [-2.962, -2.124, -0.921], [-2.775, -3.785, -0.756], [-2.481, -2.782, 0.702], [-5.123, -3.286, -0.746], [-5.093, -2.242, 0.677], [-4.643, -4.084, 1.863], [4.159, -1.604, -2.500], [3.563, -0.234, -2.248], [4.368, 0.765, -2.814], [4.366, -1.859, -3.536], [3.530, -2.373, -2.040], [5.097, -1.729, -1.942], [3.338, -0.107, -1.186], [2.623, -0.255, -2.826], [3.865, 1.575, -2.990], [-0.829, -5.805, 1.554], [-0.286, -6.430, 2.501], [-1.904, -6.218, 0.895], [-0.213, -4.672, 1.163], [-2.288, -5.718, 0.110], [-2.301, -7.111, 1.143], [-0.640, -3.960, 0.572], [0.799, -4.569, 1.318], [1.767, 2.404, -4.340], [2.543, 2.720, -3.456], [2.184, 2.365, -5.646], [0.440, 2.144, -4.171], [3.177, 2.492, -5.746], [1.633, 2.297, -6.479], [0.194, 2.013, -3.198], [-0.107, 1.632, -4.838], [-0.095, 5.492, -2.214], [1.112, 5.471, -2.256], [-0.839, 5.103, -1.121], [-0.838, 6.203, -3.121], [-0.427, 4.715, -0.292], [-1.822, 5.262, -1.242], [-0.357, 6.488, -3.954], [-1.839, 6.133, -3.126], [0.061, 4.495, 2.230], [0.827, 3.988, 1.403], [-0.062, 5.845, 2.312], [-0.814, 3.776, 2.965], [-0.463, 6.259, 3.131], [0.415, 6.332, 1.573], [-0.686, 2.770, 2.988], [-1.485, 4.248, 3.542], [5.417, 1.188, 1.626], [4.343, 1.277, 1.056], [6.286, 2.252, 1.810], [5.979, 0.022, 2.037], [6.887, 2.247, 2.613], [5.897, 3.099, 1.430], [5.428, -0.812, 1.923], [6.872, -0.009, 2.489], [-0.425, -4.010, -2.658], [0.609, -4.596, -2.393], [-0.681, -2.686, -2.373], [-1.340, -4.609, -3.500], [-1.384, -2.321, -2.992], [0.145, -2.170, -2.103], [-0.990, -5.517, -3.755], [-2.203, -4.208, -3.810], [3.594, -3.756, 2.630], [3.037, -4.176, 1.626], [2.976, -2.947, 3.535], [4.814, -4.227, 3.025], [2.096, -2.514, 3.311], [3.431, -2.650, 4.379], [5.265, -3.895, 3.856], [5.224, -4.908, 2.412], [-4.128, 0.795, -2.546], [-4.971, 1.854, -1.825], [-4.223, 2.279, -0.563], [-5.289, 2.959, -2.650], [-3.514, 0.169, -1.894], [-3.405, 1.266, -3.214], [-4.802, 0.111, -3.066], [-5.967, 1.493, -1.570], [-4.806, 3.033, -0.019], [-3.276, 2.773, -0.787], [-4.152, 1.437, 0.124], [-4.536, 3.540, -2.793], [-1.403, 0.536, 5.260], [-1.539, 0.204, 3.780], [-2.879, 0.632, 3.220], [-0.490, 0.876, 3.047], [-2.169, 0.003, 5.828], [-1.565, 1.612, 5.370], [-0.436, 0.304, 5.703], [-1.385, -0.871, 3.641], [-3.725, 0.101, 3.658], [-2.870, 0.525, 2.137], [-3.071, 1.677, 3.488], [0.137, 0.175, 2.838]], "mulliken_spin": [0.0002, 0.0011, -0.0023, 0.0001, -0.0045, 0.0006, -0.0008, -0.0002, 0.0002, 0.0000, 0.0020, 0.0011, 0.0003, 0.0005, -0.0006, -0.0020, 0.0000, 0.0000, 0.0000, 0.0000, 0.0001, 0.0000, 0.0000, 0.0000, 0.0000, 0.0000, 0.0000, 0.0000, -0.0530, 0.6900, -0.0371, 0.4563, 0.0017, 0.0047, -0.0362, -0.0258, 0.0000, 0.0000, 0.0000, 0.0000, 0.0000, 0.0000, 0.0000, 0.0000, 0.0000, 0.0000, 0.0000, 0.0000, 0.0000, 0.0000, 0.0000, 0.0000, 0.0000, 0.0000, 0.0000, 0.0000, 0.0000, 0.0000, 0.0000, 0.0000, 0.0000, 0.0000, 0.0000, 0.0000, 0.0000, 0.0000, 0.0000, 0.0000, 0.0011, 0.0030, -0.0010, 0.0011, 0.0000, -0.0005, 0.0000, 0.0000, -0.0006, 0.0000, -0.0001, 0.0000, 0.0006, 0.0000, 0.0000, 0.0000, 0.0000, 0.0000, 0.0000, 0.0000, 0.0000, 0.0000, 0.0000, 0.0000, 0.0000, 0.0000, 0.0000, 0.0000, 0.0000, 0.0000, 0.0001, -0.0003, 0.0000, 0.0000, 0.0000, 0.0002, 0.0000, 0.0000, 0.0000, -0.0001]}

=====

Q: What is the formula in the fourth record?
A: C17H56AgF2N15O15S2

=====

Q: Which formula does entry 2 have?
A: C17H52NO14